Record 1
Molecular formula: C4H9IN
Method: DFT, the ωB97M-V functional and the def2-TZVPD basis

Last column: Mulliken charge in e.
Atoms and positions in Å:
C  -1.736  -0.902  0.046  -0.097
C  -0.551  -0.146  0.540  -0.475
C  1.308  2.850  1.110  -0.793
C  0.392  -2.085  -0.864  -0.832
N  -0.533  -0.932  -0.712  0.016
I  -0.410  2.104  0.033  0.357
H  -1.865  -1.884  0.631  0.212
H  -2.562  -0.583  -0.463  0.320
H  0.998  3.808  1.459  0.319
H  1.413  2.099  1.799  0.302
H  2.135  2.844  0.497  0.341
H  0.564  -2.646  0.176  0.312
H  0.046  -2.706  -1.648  0.342
H  1.288  -1.545  -1.127  0.338
H  -0.488  -0.275  -1.477  0.338

Max |F| ... 3.22 eV/Å
Charge ... +1
Lowest unoccupied orbital energy ... -4.162 eV
Relative energy (zero: lowest compared OMol25 entry of this formula, charge and spin) ... 116.2 kcal/mol
Electronic energy ... -509.8182 Ha
Multiplicity ... 1
HOMO-LUMO gap ... 0.3181 Eh

Record 2
Molecular formula: C19H20ClN6OPdS2
Method: DFT, the ωB97M-V functional and the def2-TZVPD basis

Last column: Mulliken charge in e.
Atoms and positions in Å:
Pd  0.331  -0.258  0.007  0.023
N  3.508  0.143  3.073  -0.508
C  2.362  0.088  2.283  0.398
S  2.659  0.055  0.561  -0.382
N  1.257  0.045  2.967  -1.081
N  0.081  0.033  2.228  1.012
C  -0.957  -0.219  2.915  -0.833
C  -2.352  -0.173  2.466  0.868
C  -3.306  -0.176  3.489  -0.664
C  -4.662  -0.044  3.260  -0.707
C  -5.098  0.095  1.941  -0.435
C  -4.193  0.067  0.900  -0.644
C  -2.793  -0.089  1.103  0.273
O  -2.013  -0.148  0.066  -0.277
H  4.319  0.510  2.606  0.223
H  3.346  0.476  4.010  0.248
H  -0.803  -0.425  3.979  0.153
H  -2.948  -0.265  4.511  0.291
H  -5.367  -0.034  4.082  0.359
H  -6.156  0.216  1.731  0.352
H  -4.529  0.150  -0.128  0.397
C  3.046  5.250  -0.041  -1.092
C  1.632  5.351  0.530  -0.249
C  0.757  4.228  0.049  0.250
N  1.136  3.010  -0.048  -0.397
N  0.160  2.149  -0.489  0.153
C  -0.978  2.741  -0.714  0.236
N  -2.090  2.104  -1.166  -0.469
S  -0.916  4.455  -0.409  -0.313
H  3.688  6.026  0.379  0.351
H  3.031  5.360  -1.127  0.300
H  3.469  4.273  0.190  0.270
H  1.172  6.304  0.263  0.297
H  1.674  5.308  1.621  0.250
H  -2.168  1.125  -0.810  0.253
H  -2.944  2.634  -1.122  0.283
Cl  -0.398  -1.037  -2.438  -0.193
C  0.788  -2.310  -2.461  1.009
C  1.284  -2.760  -3.670  -0.713
C  2.338  -3.664  -3.681  -0.306
C  2.890  -4.061  -2.470  -0.681
C  2.358  -3.610  -1.271  -0.577
C  1.250  -2.758  -1.220  0.647
C  0.614  -2.371  0.047  -1.628
H  0.866  -2.374  -4.592  0.396
H  2.734  -4.030  -4.620  0.346
H  3.738  -4.736  -2.459  0.345
H  2.797  -3.929  -0.332  0.342
H  1.120  -2.730  0.933  0.400
H  -0.461  -2.529  0.082  0.425

Max |F| ... 1.92 eV/Å
Charge ... -1
Lowest unoccupied orbital energy (alpha / beta) ... 2.485 / 2.485 eV
Relative energy (zero: lowest compared OMol25 entry of this formula, charge and spin) ... 37.8 kcal/mol
Electronic energy ... -2524.2909 Ha
Multiplicity ... 1
HOMO-LUMO gap (alpha / beta) ... 0.2119 / 0.2157 Eh

Record 3
Molecular formula: C18H33NaO16
Method: DFT, the ωB97M-V functional and the def2-TZVPD basis

Last column: Mulliken charge in e.
Atoms and positions in Å:
Na  -0.538  -10.318  1.292  0.881
C  -3.782  -10.387  -3.418  -0.527
O  -3.560  -10.085  -2.094  -0.821
H  -2.945  -10.095  -4.053  0.199
H  -4.113  -11.412  -3.586  0.181
H  -4.551  -9.764  -3.872  0.087
C  -9.031  -6.884  -2.640  -1.266
C  -7.799  -6.156  -2.087  0.439
C  -6.787  -5.429  -2.935  -0.450
O  -6.726  -4.095  -2.565  -0.300
C  -7.528  -3.930  -1.553  0.668
O  -7.636  -2.938  -0.811  -0.604
O  -8.278  -5.033  -1.318  -0.366
H  -9.803  -6.827  -1.872  0.324
H  -8.852  -7.946  -2.809  0.348
H  -9.295  -6.437  -3.598  0.338
H  -7.230  -6.786  -1.403  0.252
H  -6.987  -5.666  -3.980  0.333
H  -5.825  -5.857  -2.654  0.281
C  -10.096  -13.397  0.441  -1.442
C  -8.603  -13.476  0.793  0.348
C  -8.239  -12.411  1.810  -0.363
O  -7.980  -13.155  2.992  -0.324
C  -7.997  -14.476  2.712  0.689
O  -7.799  -15.379  3.543  -0.590
O  -8.420  -14.664  1.481  -0.343
H  -10.312  -14.250  -0.202  0.357
H  -10.318  -12.452  -0.053  0.400
H  -10.741  -13.408  1.320  0.351
H  -7.995  -13.420  -0.110  0.318
H  -9.117  -11.782  1.953  0.278
H  -7.413  -11.871  1.346  0.320
C  -1.026  -14.931  5.957  -0.567
O  -1.737  -15.461  4.783  -0.298
C  -1.517  -14.999  3.541  0.827
O  -0.676  -14.139  3.149  -0.635
O  -2.220  -15.725  2.694  -0.299
C  -2.292  -15.375  1.311  -0.574
H  -1.392  -15.382  6.879  0.230
H  -1.170  -13.851  5.961  0.258
H  0.006  -15.277  5.898  0.286
H  -2.772  -14.398  1.266  0.273
H  -2.985  -16.024  0.774  0.227
H  -1.292  -15.364  0.877  0.275
C  -1.194  -8.443  7.810  -0.677
O  -2.135  -7.731  7.082  -0.298
C  -2.697  -8.164  5.925  0.795
O  -2.401  -9.180  5.310  -0.596
O  -3.591  -7.252  5.592  -0.270
C  -4.164  -7.364  4.326  -0.619
H  -1.071  -7.996  8.797  0.264
H  -0.207  -8.422  7.348  0.287
H  -1.432  -9.465  8.108  0.302
H  -4.626  -8.350  4.262  0.290
H  -3.403  -7.526  3.563  0.259
H  -4.743  -6.511  3.973  0.262
C  3.251  -4.305  3.214  -0.654
O  3.033  -4.414  1.786  -0.290
C  2.108  -5.168  1.238  0.804
O  1.333  -5.916  1.845  -0.608
O  2.018  -4.871  -0.074  -0.299
C  1.065  -5.525  -0.929  -0.554
H  4.014  -3.530  3.288  0.251
H  3.778  -5.157  3.641  0.301
H  2.391  -3.960  3.788  0.298
H  0.156  -5.403  -0.340  0.299
H  1.256  -6.582  -1.114  0.240
H  1.037  -4.915  -1.833  0.212

Max |F| ... 5.46 eV/Å
Lowest unoccupied orbital energy ... -1.935 eV
Electronic energy ... -2071.6339 Ha
Multiplicity ... 1
HOMO-LUMO gap ... 0.1218 Eh

Record 4
Molecular formula: C4H9NO
Method: DFT, the ωB97M-V functional and the def2-TZVPD basis

Last column: Mulliken charge in e.
Atoms and positions in Å:
C  0.585  -0.652  1.202  -0.777
C  -0.665  -0.792  0.725  -0.171
C  -1.020  -2.070  -0.101  -0.988
H  0.759  -0.598  2.303  0.235
H  1.382  -1.031  0.586  0.297
H  -1.524  -0.170  0.849  0.416
H  -0.856  -3.034  0.511  0.272
H  -1.936  -1.853  -0.554  0.341
H  -0.273  -2.102  -0.804  0.317
N  0.193  2.009  -0.224  -0.258
C  0.830  2.042  -1.395  0.138
O  0.903  3.146  -1.952  -0.600
H  -0.067  2.773  0.230  0.150
H  0.252  1.144  0.355  0.336
H  1.439  1.186  -1.729  0.291

Max |F| ... 6.75 eV/Å
Lowest unoccupied orbital energy ... 0.217 eV
SMILES string ... C=CC.NC=O
Relative energy (zero: lowest compared OMol25 entry of this formula, charge and spin) ... 83.5 kcal/mol
Electronic energy ... -287.6994 Ha
Multiplicity ... 1
HOMO-LUMO gap ... 0.3430 Eh

Record 5
Molecular formula: C3H4OSi
Method: DFT, the ωB97M-V functional and the def2-TZVPD basis

Last column: Mulliken charge in e.
Atoms and positions in Å:
C  2.415  0.220  -0.488  0.360
C  1.386  -0.299  -0.142  -0.305
C  0.135  -0.866  0.205  -0.175
O  -0.045  -2.022  0.509  -0.464
Si  -1.570  0.405  0.158  0.448
H  3.343  0.632  -0.751  0.399
H  -1.182  1.627  -0.540  -0.101
H  -2.612  -0.352  -0.513  -0.081
H  -1.871  0.656  1.564  -0.082

Max |F| ... 3.04 eV/Å
Lowest unoccupied orbital energy ... -0.065 eV
SMILES string ... C#CC(=O)[SiH3]
Relative energy (zero: lowest compared OMol25 entry of this formula, charge and spin) ... 32.1 kcal/mol
Electronic energy ... -481.3216 Ha
Multiplicity ... 1
HOMO-LUMO gap ... 0.3415 Eh

Record 6
Molecular formula: C5H18N2O
Method: DFT, the ωB97M-V functional and the def2-TZVPD basis

Last column: Mulliken charge in e.
Atoms and positions in Å:
C  -0.748  -1.082  1.871  -0.953
C  0.089  -0.473  0.731  -0.426
C  0.162  -1.310  -0.571  -0.881
C  -0.456  -0.618  -1.803  -0.822
C  0.549  0.397  -2.383  -0.430
N  0.357  0.507  -3.941  -0.302
N  -0.823  -0.169  3.059  -0.165
H  -1.760  -1.313  1.531  0.379
H  -0.337  -2.041  2.187  0.372
H  -0.318  0.517  0.460  0.430
H  1.092  -0.246  1.091  0.345
H  1.201  -1.619  -0.678  0.430
H  -0.398  -2.223  -0.326  0.413
H  -1.347  -0.142  -1.393  0.366
H  -0.795  -1.356  -2.537  0.458
H  0.198  1.349  -1.999  0.289
H  1.566  0.030  -2.324  0.354
H  -0.084  1.402  -4.147  0.375
H  -0.160  -0.299  -4.296  0.347
H  1.266  0.556  -4.409  0.371
H  -1.705  -0.387  3.515  0.355
H  -0.799  0.834  2.832  0.330
H  -0.089  -0.402  3.724  0.371
H  1.489  2.111  2.067  0.309
H  0.968  2.746  3.291  0.302
O  0.687  2.096  2.619  -0.616

Max |F| ... 2.48 eV/Å
Charge ... +2
Lowest unoccupied orbital energy ... -5.978 eV
Relative energy (zero: lowest compared OMol25 entry of this formula, charge and spin) ... 13.5 kcal/mol
Electronic energy ... -385.4662 Ha
Multiplicity ... 1
HOMO-LUMO gap ... 0.4636 Eh

Record 7
Molecular formula: C5H6N2O
Method: DFT, the ωB97M-V functional and the def2-TZVPD basis

Last column: Mulliken charge in e.
Atoms and positions in Å:
N  -0.838  2.028  -0.090  -0.555
C  -0.839  0.629  -0.007  0.496
C  -1.871  -0.291  -0.078  -0.636
C  -1.250  -1.566  -0.014  -0.303
C  0.085  -1.396  0.091  -0.554
N  0.306  -0.043  0.139  0.087
C  1.653  0.437  0.001  0.159
O  2.612  -0.280  -0.108  -0.457
H  0.076  2.367  0.347  0.213
H  -1.662  2.368  0.459  0.297
H  -2.983  -0.255  -0.324  0.278
H  -1.799  -2.514  -0.044  0.383
H  0.856  -2.088  0.191  0.423
H  1.672  1.585  -0.063  0.170

Max |F| ... 3.98 eV/Å
Lowest unoccupied orbital energy ... 0.594 eV
SMILES string ... Nc1cccn1C=O
Relative energy (zero: lowest compared OMol25 entry of this formula, charge and spin) ... 13.3 kcal/mol
Electronic energy ... -378.8497 Ha
Multiplicity ... 1
HOMO-LUMO gap ... 0.3128 Eh

Record 8
Molecular formula: C24H24N4O4
Method: DFT, the ωB97M-V functional and the def2-TZVPD basis

Last column: Mulliken charge in e.
Atoms and positions in Å:
C  1.031  -0.489  -3.690  -1.490
C  1.359  -0.867  -2.294  0.683
C  1.255  -0.115  -1.158  -0.093
N  0.832  1.213  -1.031  0.105
C  -0.297  1.690  -1.591  0.678
O  -1.057  1.027  -2.268  -0.657
C  -0.523  3.190  -1.345  -0.992
O  -0.910  3.490  -0.009  -0.236
C  0.035  3.577  0.930  0.685
O  1.211  3.415  0.707  -0.706
C  -0.572  3.859  2.275  -0.587
C  -0.920  2.511  2.947  -1.154
C  -1.765  1.678  2.042  0.270
C  -1.351  0.580  1.345  -1.048
N  -2.353  0.135  0.528  0.159
C  -3.431  0.960  0.661  -0.409
C  -4.669  0.934  0.032  -1.005
C  -5.584  1.903  0.382  -0.472
C  -5.281  2.874  1.341  -0.795
C  -4.055  2.907  1.966  -0.525
C  -3.105  1.945  1.625  1.539
C  1.687  -0.916  -0.033  0.122
O  1.763  -0.642  1.152  -0.754
N  2.022  -2.145  -0.596  0.354
C  2.791  -3.134  0.032  0.099
C  2.497  -3.490  1.344  -0.348
C  3.262  -4.450  1.979  -0.725
C  4.307  -5.071  1.314  -0.441
C  4.600  -4.712  0.009  -0.706
C  3.854  -3.741  -0.633  0.140
N  1.884  -2.093  -1.979  0.073
C  1.540  -3.303  -2.693  -1.255
H  1.293  -1.277  -4.389  0.373
H  -0.034  -0.264  -3.764  0.302
H  1.567  0.420  -3.958  0.375
H  1.323  1.784  -0.346  0.439
H  -1.353  3.521  -1.970  0.357
H  0.394  3.738  -1.594  0.356
H  -1.482  4.441  2.135  0.325
H  0.143  4.407  2.887  0.427
H  -1.442  2.719  3.884  0.375
H  0.003  1.973  3.171  0.393
H  -0.404  0.077  1.398  0.669
H  -2.266  -0.600  -0.153  0.305
H  -4.901  0.182  -0.707  0.397
H  -6.556  1.915  -0.089  0.389
H  -6.030  3.613  1.591  0.388
H  -3.836  3.659  2.710  0.432
H  1.690  -2.997  1.860  0.422
H  3.036  -4.720  3.000  0.376
H  4.895  -5.826  1.812  0.388
H  5.422  -5.181  -0.511  0.373
H  4.105  -3.439  -1.639  0.431
H  0.491  -3.299  -2.998  0.351
H  1.713  -4.158  -2.042  0.457
H  2.170  -3.408  -3.578  0.387

Max |F| ... 0.79 eV/Å
Lowest unoccupied orbital energy ... 0.535 eV
SMILES string ... Cc1c(NC(=O)COC(=O)CCc2c[nH]c3ccccc23)c(=O)n(-c2ccccc2)n1C
Relative energy (zero: lowest compared OMol25 entry of this formula, charge and spin) ... 32.1 kcal/mol
Electronic energy ... -1448.9859 Ha
Multiplicity ... 1
HOMO-LUMO gap ... 0.2984 Eh

Record 9
Molecular formula: C3H2InO3
Method: DFT, the ωB97M-V functional and the def2-TZVPD basis

Last column: Mulliken charge in e.
Atoms and positions in Å:
C  0.586  -0.204  1.005  0.119
C  0.135  -0.889  -0.083  -0.485
O  -1.215  -0.975  -0.355  -0.264
O  1.755  0.407  1.048  -0.607
H  -0.124  -0.030  1.834  0.333
H  0.818  -1.184  -0.895  0.427
In  1.035  1.397  -0.596  0.712
C  -1.882  0.259  -0.919  0.033
O  -1.108  1.219  -1.039  -0.267

Max |F| ... 2.53 eV/Å
Lowest unoccupied orbital energy (alpha / beta) ... -0.461 / -3.327 eV
Relative energy (zero: lowest compared OMol25 entry of this formula, charge and spin) ... 0.0 kcal/mol
Electronic energy ... -531.2034 Ha
Multiplicity ... 2
HOMO-LUMO gap (alpha / beta) ... 0.3188 / 0.1992 Eh
<S²> ... 0.763

Record 10
Molecular formula: C11H10N2O
Method: DFT, the ωB97M-V functional and the def2-TZVPD basis

Last column: Mulliken charge in e.
Atoms and positions in Å:
C  -2.631  1.632  -0.103  -1.275
C  -2.629  0.119  -0.359  0.520
C  -2.345  -0.640  0.909  -0.526
N  -1.267  -1.184  0.978  -0.471
C  -0.501  -0.935  -0.234  1.609
C  -0.266  -2.505  -0.921  -0.001
N  -0.037  -3.548  -1.329  -0.484
C  0.809  -0.377  -0.085  -0.471
C  1.500  0.257  -1.159  -0.279
C  2.795  0.749  -0.968  -0.511
C  3.370  0.744  0.302  -0.477
C  2.695  0.020  1.364  -0.660
C  1.432  -0.490  1.143  -0.330
O  -1.450  -0.277  -1.081  -0.457
H  -2.357  1.701  0.967  0.346
H  -3.564  2.069  -0.227  0.391
H  -1.829  2.271  -0.710  0.256
H  -3.569  -0.349  -0.838  0.354
H  -3.135  -0.767  1.604  0.442
H  0.998  0.426  -2.114  0.396
H  3.483  1.146  -1.716  0.353
H  4.344  1.070  0.303  0.413
H  3.157  -0.245  2.242  0.442
H  0.998  -0.886  2.033  0.422

Max |F| ... 5.56 eV/Å
Lowest unoccupied orbital energy ... 0.414 eV
SMILES string ... C[C@@H]1C=N[C@](C#N)(c2ccccc2)O1
Relative energy (zero: lowest compared OMol25 entry of this formula, charge and spin) ... 62.2 kcal/mol
Electronic energy ... -609.8140 Ha
Multiplicity ... 1
HOMO-LUMO gap ... 0.3640 Eh

Record 11
Molecular formula: CH5BrN3
Method: DFT, the ωB97M-V functional and the def2-TZVPD basis

Last column: Mulliken charge in e.
Atoms and positions in Å:
N  1.260  -0.686  0.063  -0.449
C  0.045  0.022  0.062  0.706
N  0.032  1.344  0.007  -0.369
N  -1.065  -0.688  0.217  -0.310
Br  -2.750  0.028  0.115  0.095
H  1.320  -1.685  -0.192  0.272
H  2.111  -0.330  -0.306  0.263
H  0.775  1.771  0.509  0.243
H  -0.784  1.852  -0.309  0.221
H  -0.945  -1.627  -0.167  0.329

Max |F| ... 2.31 eV/Å
Charge ... +1
Lowest unoccupied orbital energy ... -4.397 eV
SMILES string ... NC(=[NH2+])NBr
Relative energy (zero: lowest compared OMol25 entry of this formula, charge and spin) ... 1.1 kcal/mol
Electronic energy ... -2779.1200 Ha
Multiplicity ... 1
HOMO-LUMO gap ... 0.3853 Eh

Record 12
Molecular formula: CH5BO
Method: DFT, the ωB97M-V functional and the def2-TZVPD basis

Last column: Mulliken charge in e.
Atoms and positions in Å:
B  0.676  0.012  -0.110  0.262
C  -0.709  0.549  0.018  -0.687
O  0.689  -2.146  0.504  -0.719
H  1.430  0.320  -0.901  -0.002
H  -1.161  -0.279  -0.379  0.297
H  -0.996  1.415  -0.633  0.299
H  -1.190  0.818  0.985  0.305
H  1.389  -2.240  1.138  0.245

Max |F| ... 4.22 eV/Å
Lowest unoccupied orbital energy ... -0.533 eV
Relative energy (zero: lowest compared OMol25 entry of this formula, charge and spin) ... 104.7 kcal/mol
Electronic energy ... -141.0621 Ha
Multiplicity ... 1
HOMO-LUMO gap ... 0.3310 Eh